Run one
8 unconnected molecules or ions with the total composition C6H29NO7. Source: the OMol25 dataset; level of theory: wB97M-V/def2-TZVPD.

```
43
C6H29NO7 wB97M-V/def2-TZVPD
O 3.5302 -0.3809 -0.9312
O 1.7503 4.0170 1.4530
O 0.1522 -5.0476 0.2120
O 1.1177 -0.9672 6.2789
O 0.2261 2.0135 -3.3050
O -2.7421 -1.5963 -0.6327
O -0.0276 0.7326 0.3237
N -3.0503 2.5134 1.4658
C -0.8371 2.9597 -3.6637
C 1.9350 5.1024 0.5774
C 0.8578 -1.5715 4.9732
C 3.5822 -1.6797 -1.5453
C 0.1257 -5.7427 -0.9809
C -3.1307 -1.7039 -1.9457
H 2.6486 -0.1632 -0.6198
H -2.8860 3.4341 1.8471
H 0.3330 -5.0834 -1.8238
H -1.7712 2.4233 -3.8300
H 0.6057 -0.7870 4.2596
H -3.7113 2.5580 0.7035
H 2.4207 4.9694 -0.3893
H -2.0483 -0.9330 -0.6162
H 0.1393 1.8623 -2.3609
H -2.2193 -1.6972 -2.5435
H 2.4334 5.9450 1.0567
H -0.8795 -6.0938 -1.2143
H 1.2749 3.3354 0.9724
H -3.7799 -2.5388 -2.2097
H 1.7403 -2.0431 4.5409
H 0.2022 -0.1438 0.6894
H -0.2595 -4.2038 0.0117
H -0.6172 3.5367 -4.5619
H 0.9209 5.4382 0.3604
H -3.6014 -0.7877 -2.3022
H 3.0919 -1.6164 -2.5168
H 0.8698 -6.5381 -1.0216
H 0.3510 -0.4251 6.4787
H -3.3915 1.9101 2.2004
H 4.6423 -1.8230 -1.7545
H 0.0530 -2.3060 5.0026
H -2.2051 2.1020 1.0965
H -1.0407 3.5408 -2.7643
H 3.1944 -2.5208 -0.9708
```

Run two
8 unconnected molecules or ions with the total composition C6H29NO7. Source: the OMol25 dataset; level of theory: wB97M-V/def2-TZVPD.

Computed properties:
SMILES	CC[C@@H](C)[C@H](C)N.O.O.O.O.O.O.O

```
43
C6H29NO7 wB97M-V/def2-TZVPD
O -2.4792 -1.6616 0.4871
O -3.0867 3.6197 -0.8269
O 2.9911 -1.7629 -1.7377
O 0.0143 -2.5907 -4.0992
O -2.9641 0.9947 -0.4012
O 0.1289 -3.0478 -0.8484
O -0.0068 -0.7307 -2.2520
N -0.0093 1.7785 -0.6933
C -0.1591 0.5550 2.6124
C 0.5810 3.0331 1.2908
C 0.5064 0.4426 1.2512
C 0.8827 1.7452 0.5090
C 1.5473 -1.8564 1.3922
C 1.8579 -0.3483 1.4965
H -0.9843 1.6034 -0.4739
H 0.0344 0.1671 -1.8880
H 0.6069 -1.9545 0.8785
H 0.1213 2.6173 -1.2386
H 1.0160 -2.9385 -1.2192
H -3.4768 3.1684 -0.0741
H 0.9665 -2.4409 -4.0797
H -0.4869 3.0680 1.5225
H 2.6975 -0.0294 0.8869
H -2.2120 -1.8423 1.3891
H -0.2910 -1.3641 -1.5826
H 2.8532 -1.6092 -0.8019
H 1.4898 -2.4263 2.3186
H 2.2655 -2.4810 0.8456
H -1.0923 1.1165 2.4670
H 2.1019 -0.0609 2.5221
H -0.0996 -0.1581 0.5733
H -0.3984 -0.4038 3.0727
H 2.2729 -1.2318 -2.1157
H -3.5825 1.1667 -1.1104
H 0.4109 1.0909 3.3609
H -3.0483 0.1237 -0.0396
H 1.0635 3.8721 0.8144
H -0.2956 -1.6820 -3.9402
H 0.9038 2.9842 2.3435
H 1.8644 1.7880 0.0407
H -0.3736 -3.3586 -1.6153
H -2.2587 3.1801 -0.9464
H -1.8730 -2.1353 -0.0907
```

The calculated energies rank the structures as follows, beginning with the most stable: run two, run one.

Run one
A gas-phase ion, C7H8NO3 (charge +1). Source: the OMol25 dataset; level of theory: wB97M-V/def2-TZVPD.

Computed properties:
SMILES	C[N@@H+]1CCC(=O)Oc2c1c2=O
total charge	+1

```
19
C7H8NO3 wB97M-V/def2-TZVPD
O -2.2259 -0.6532 -0.4262
O -2.3224 2.9617 0.2683
O -2.2747 -2.8693 -0.1127
N 0.7653 0.6630 0.2386
C -0.5068 1.2245 0.0673
C -1.7539 1.9690 0.0845
C -0.3206 -1.6421 0.6638
C 0.6839 -0.7747 -0.2031
C -1.6457 0.5404 -0.2010
C -1.6487 -1.9036 0.0460
C 1.9427 1.2422 -0.5689
H 2.8423 0.8413 -0.2900
H 1.0766 0.7824 1.1918
H 1.7943 1.1995 -1.5765
H 2.0626 2.3510 -0.4450
H 0.0929 -0.8629 -1.1435
H -0.3153 -1.1386 1.5759
H 0.0201 -2.7614 0.8549
H 1.7333 -1.1690 -0.0242
```

Run two
A gas-phase ion, C7H8NO3 (charge +1). Source: the OMol25 dataset; level of theory: wB97M-V/def2-TZVPD.

Computed properties:
SMILES	Cc1[nH+]ccc(C(=O)O)c1O
total charge	+1

```
19
C7H8NO3 wB97M-V/def2-TZVPD
O -0.4642 -2.1417 0.0824
O -3.0673 -0.3208 1.8264
O -3.5890 -0.7205 -0.3846
N 1.6612 1.1950 -0.0577
C -1.2345 0.3280 0.3609
C 0.6275 2.2089 0.1386
C -2.7087 -0.2503 0.6188
C -0.8597 1.8458 0.3592
C 1.3307 -0.2244 -0.0973
C -0.1189 -0.7579 0.1070
C 2.4752 -1.3252 -0.3416
H 3.4404 -1.0432 0.2331
H -1.6956 2.6193 0.5285
H -3.7129 -0.0572 -1.1031
H 2.7237 -1.4021 -1.4556
H -0.5884 -2.3886 -0.8689
H 2.6491 1.4750 -0.1712
H 0.9723 3.3051 0.1242
H 2.1589 -2.3453 0.1009
```

The calculated energies rank the structures as follows, beginning with the most stable: run two, run one.

Run one
A gas-phase ion, C2H6N5 (charge +1). Source: the OMol25 dataset; level of theory: wB97M-V/def2-TZVPD.

Computed properties:
total charge	+1

```
13
C2H6N5 wB97M-V/def2-TZVPD
N -1.1167 -0.7192 -0.0548
N 1.1653 -0.3286 -0.1024
N 3.0787 0.6956 0.2310
N 2.2233 0.1122 -0.5174
N -2.7884 0.7639 -0.1619
C -1.4980 0.6070 -0.1626
C 0.1663 -1.1055 -0.0475
H -3.4706 0.0037 -0.1018
H 0.3585 -2.1686 0.1041
H 2.9696 0.8258 1.2379
H 3.8862 1.0842 -0.2380
H -1.8111 -1.4682 0.0458
H -3.1632 1.6979 -0.2324
```

Run two
A gas-phase ion, C2H6N5 (charge +1). Source: the OMol25 dataset; level of theory: wB97M-V/def2-TZVPD.

Computed properties:
total charge	+1

```
13
C2H6N5 wB97M-V/def2-TZVPD
N 0.1874 0.8497 1.2505
N 0.7653 1.9638 1.1385
N 1.1707 2.5889 0.1165
N 0.3306 -0.3742 -0.9303
N -0.5802 -1.3241 1.1470
C -0.1035 -0.0619 0.3738
C 1.3915 3.4646 -0.6203
H 1.7747 4.1959 -1.2818
H -1.0746 -0.9440 1.9088
H -1.2681 -2.0254 0.8022
H -0.4772 -0.4029 -1.5887
H 0.0737 -2.0160 1.5402
H 0.9248 0.2575 -1.3562
```

The calculated energies rank the structures as follows, beginning with the most stable: run one, run two.

Run one
2 unconnected molecules or ions with the total composition C3H10N2OS. Source: the OMol25 dataset; level of theory: wB97M-V/def2-TZVPD.

```
17
C3H10N2OS wB97M-V/def2-TZVPD
S 1.3179 0.5128 -0.5685
O 1.6934 1.2784 -1.7763
N 2.8153 -0.5299 -0.0525
N 2.4509 -1.6137 0.3573
C 1.7766 1.8302 0.7201
C -1.5830 -0.5930 -0.1275
C -3.1105 -0.6373 -0.3687
H -3.4289 -0.6549 0.6615
H 2.0176 2.6467 0.0650
H -1.3068 -1.5075 0.1907
H -3.4351 -1.6511 -0.8287
H -1.2813 0.2384 0.4631
H 0.8206 1.8808 1.1867
H -3.6154 0.1071 -1.1185
H 2.5796 1.4022 1.3651
H 3.2887 -2.0249 0.8409
H -0.9998 -0.6841 -1.0097
```

Run two
2 unconnected molecules or ions with the total composition C3H10N2OS. Source: the OMol25 dataset; level of theory: wB97M-V/def2-TZVPD.

```
17
C3H10N2OS wB97M-V/def2-TZVPD
S 2.1829 -0.3845 0.1439
O 2.6856 0.7735 0.8782
N -0.9404 0.4913 0.0420
N 1.4715 0.1602 -1.4116
C -0.8872 -1.9386 0.1577
C -0.9024 1.8771 0.4339
C -0.4786 -0.6496 0.7026
H 1.0412 -0.5530 -1.9785
H 2.1212 0.7197 -1.9151
H -0.9471 2.6183 -0.2929
H -0.1639 -0.7173 1.7808
H -0.3166 -2.7063 0.5495
H 0.0726 1.9875 0.7886
H -1.5784 2.0417 1.3007
H -0.8422 -1.8062 -0.8727
H -1.8192 -2.2428 0.5619
H -0.6993 0.3289 -0.8692
```

The calculated energies rank the structures as follows, beginning with the most stable: run two, run one.

Run one
A single C4H7NOS2 molecule. Source: the OMol25 dataset; level of theory: wB97M-V/def2-TZVPD.

Computed properties:
SMILES	O=CSCCNC=S

```
15
C4H7NOS2 wB97M-V/def2-TZVPD
S -1.5745 -2.2171 0.9484
S 0.1023 1.8972 -1.2554
O -0.9594 -0.2775 -2.2205
N 0.9204 -0.8735 0.7401
C 0.1335 -1.9844 0.6235
C -0.5847 1.3024 0.3577
C 0.3297 0.3206 1.1934
C -0.1857 0.6237 -2.3892
H -1.2661 0.5764 0.1425
H -0.9328 2.2403 0.8404
H 1.7385 -0.7159 0.2771
H 1.1955 0.9264 1.6049
H 0.3850 0.9828 -3.3603
H -0.1397 0.1079 2.0898
H 0.8380 -2.9091 0.4076
```

Run two
A single C4H7NOS2 molecule. Source: the OMol25 dataset; level of theory: wB97M-V/def2-TZVPD.

Computed properties:
SMILES	CC(=S)SC/C=N/O

```
15
C4H7NOS2 wB97M-V/def2-TZVPD
S -0.4571 -1.1950 0.1885
S -1.8699 1.4975 0.2021
O 3.7581 0.5302 -0.8507
N 3.0066 -0.2278 0.0308
C -1.6843 -0.1379 -0.3407
C 1.8765 0.3761 0.2134
C -3.0240 -0.7220 -0.7922
C 0.9021 -0.3103 1.1271
H 1.3738 1.1319 -0.3838
H 4.6223 -0.0880 -1.1495
H 1.4273 -1.3628 1.4061
H 0.5980 0.2597 1.9186
H -3.4372 -0.0993 -1.7554
H -2.9300 -1.9204 -1.0136
H -3.9542 -0.6440 0.0723
```

The calculated energies rank the structures as follows, beginning with the most stable: run one, run two.

Run one
2 unconnected molecules or ions with the total composition C4H7NOS2. Source: the OMol25 dataset; level of theory: wB97M-V/def2-TZVPD.

```
15
C4H7NOS2 wB97M-V/def2-TZVPD
S -1.3990 0.4332 -2.3231
S 0.0541 -1.4376 1.2656
O 1.7280 0.4229 0.0190
N 0.6821 0.7063 -0.8703
C -0.4881 0.0954 -0.9790
C 0.6434 1.0680 2.0539
C 1.2635 -0.0790 1.2618
C -1.0655 -0.5352 0.2079
H 1.5888 1.7285 3.0433
H -2.1151 -1.1297 -0.0539
H -1.5163 0.4657 0.9050
H -0.3476 0.5733 2.7297
H 2.2849 -0.3364 1.5549
H 0.1987 1.6454 1.0007
H 0.7062 1.5004 -1.5884
```

Run two
A single C4H7NOS2 molecule. Source: the OMol25 dataset; level of theory: wB97M-V/def2-TZVPD.

Computed properties:
SMILES	C=C(SC)N(O)C=S

```
15
C4H7NOS2 wB97M-V/def2-TZVPD
S -1.4615 3.0247 0.4090
S -0.1515 -1.1658 -1.3518
O -0.2483 0.8728 2.1263
N -0.5640 0.6090 0.8196
C -0.9645 1.5292 -0.1171
C -0.4742 -1.6824 1.2868
C -0.4896 -0.7619 0.4258
C 1.3667 -0.4594 -1.8463
H -1.1223 -1.3167 2.1267
H 2.0976 -0.6332 -1.0039
H -0.1510 -2.6510 1.0719
H 1.4142 0.6730 -2.3142
H -0.2734 1.9600 2.1896
H -0.9242 1.2468 -1.2322
H 1.9459 -1.2453 -2.5902
```

The calculated energies rank the structures as follows, beginning with the most stable: run two, run one.